No. 1
{"formula": "C3H6N4O", "method": "wB97M-V/def2-TZVPD", "species": ["C", "C", "C", "H", "H", "H", "H", "H", "H", "N", "N", "N", "N", "O"], "coordinates": [[0.715, 0.345, -0.207], [-0.040, -0.885, 0.044], [-1.242, -0.326, 0.109], [2.479, -0.907, 1.291], [3.511, -1.085, -0.101], [0.485, -1.915, 0.233], [-3.004, -0.277, -0.630], [-2.456, -1.843, -0.600], [-1.829, 1.216, 0.996], [2.453, -0.902, 0.160], [1.991, 0.558, -0.429], [-2.528, -0.928, -0.086], [-1.294, 0.966, 0.117], [-0.018, 1.518, 0.101]], "lowdin_charge": [-0.41, 0.02, -0.46, 0.11, 0.08, 0.15, 0.05, 0.12, 0.20, -0.11, 0.06, 0.12, 0.02, 0.04], "charge": 0, "homo_ev": -8.039, "smiles": "N/N=c1\\cc(N)[nH]o1", "de_lowest_kj_mol": 596.23, "total_energy_ev": -11210.597, "e_lumo_ev": 0.70}


No. 2
{"formula": "C7H13NS2", "method": "wB97M-V/def2-TZVPD", "species": ["C", "C", "C", "C", "C", "C", "C", "N", "S", "S", "H", "H", "H", "H", "H", "H", "H", "H", "H", "H", "H", "H", "H"], "coordinates": [[-4.369, 1.011, -0.445], [1.918, 1.157, -0.005], [1.017, 0.851, -1.164], [2.207, -0.181, 0.623], [-0.370, 0.357, -0.694], [0.851, -0.896, 1.071], [-0.309, -1.025, 0.012], [-1.517, -1.350, 0.700], [-3.624, 2.323, -0.188], [-2.816, -1.715, -0.264], [-3.671, -0.029, -0.326], [2.898, 1.658, -0.280], [1.508, 1.752, 0.721], [0.743, 1.671, -1.823], [1.671, 0.146, -1.646], [2.640, -0.724, -0.202], [2.768, -0.052, 1.522], [-0.919, 1.079, -0.120], [-1.013, 0.257, -1.497], [1.068, -1.989, 1.305], [0.582, -0.391, 2.113], [0.011, -1.756, -0.768], [-1.272, -2.158, 1.356]], "lowdin_charge": [-0.61, -0.24, -0.18, -0.20, -0.17, -0.14, -0.47, -0.48, 0.67, 0.70, -0.17, 0.14, 0.08, 0.11, 0.10, 0.10, 0.10, 0.08, 0.06, 0.11, 0.15, 0.15, 0.11], "charge": 0, "homo_ev": [-8.606, -7.841], "de_lowest_kj_mol": 281.29, "total_energy_ev": -30625.585, "e_lumo_ev": [-0.84, -1.55]}


No. 3
{"formula": "C3H7N4S", "method": "wB97M-V/def2-TZVPD", "species": ["C", "C", "C", "N", "N", "N", "N", "S", "H", "H", "H", "H", "H", "H", "H"], "coordinates": [[-0.397, -0.463, 0.901], [0.451, 0.334, -1.209], [0.354, 1.365, -0.330], [2.360, -1.295, 0.236], [3.174, -0.539, -0.052], [-0.332, 1.039, 0.854], [0.043, -0.875, -0.453], [4.305, 0.322, -0.452], [0.238, -0.857, 1.700], [-1.474, -0.825, 0.935], [0.876, 0.357, -2.148], [0.779, 2.320, -0.355], [0.053, 1.474, 1.778], [0.950, -1.436, -0.457], [-0.645, -1.284, -0.968]], "lowdin_charge": [-0.09, -0.04, -0.08, 0.16, -0.77, 0.01, 0.04, 0.87, 0.13, 0.16, 0.10, 0.12, 0.19, 0.09, 0.13], "charge": 1, "homo_ev": -13.215, "de_lowest_kj_mol": 200.31, "total_energy_ev": -20010.585, "e_lumo_ev": -3.81}